*a*
Here is a molecular structure, C4H11InNO from the OMol25 dataset. Energies are from the ωB97M-V functional and the def2-TZVPD basis.

Calculated values
HOMO-LUMO gap ... 3.52 eV
Total charge ... +3
LUMO ... -18.545 eV
Molar mass ... 203.96 g mol⁻¹
Spin multiplicity ... 1

CARTESIAN COORDINATES (ANGSTROEM)
H -2.01397 -2.53073 -0.34694
In -2.22578 1.35126 5.63380
H -0.58479 0.05901 -1.53048
H 2.44715 1.87411 -0.57580
C 0.69017 0.77250 -0.01757
H 0.01979 1.63183 -0.00287
H -2.53115 -1.24250 -1.53844
H 1.66899 1.14531 -1.95857
H 1.67012 -0.49223 1.05830
N 1.17696 0.35599 1.29796
H -3.21063 -1.31045 0.09074
C -0.24231 -0.36583 -0.58691
H 0.26541 -1.31206 -0.77388
H 2.70436 0.23321 -0.93630
C 1.91420 0.98354 -0.90890
C -2.31346 -1.49399 -0.50043
O -1.38142 -0.65891 0.18189
H 1.94630 0.99992 1.41445

Löwdin atomic charge list, values in e, 4 entries:
1 H 0.180
2 In 0.997
3 H 0.185
4 H 0.132


*b*
Here is a molecular structure, C4H11InNO from the OMol25 dataset. Energies are from the ωB97M-V functional and the def2-TZVPD basis.

Calculated values
HOMO-LUMO gap ... 4.54 eV
Total charge ... +3
LUMO ... -18.558 eV
Molar mass ... 203.96 g mol⁻¹
Spin multiplicity ... 1

CARTESIAN COORDINATES (ANGSTROEM)
H 9.37216 -11.93679 -12.72165
N 8.37539 -11.75233 -12.95412
H 7.13257 -10.85515 -14.34143
C 8.90452 -9.60433 -13.76897
H 8.67364 -8.90581 -14.59551
H 8.97644 -12.87088 -17.55024
H 8.43828 -9.12832 -12.89891
H 9.97090 -11.92208 -15.12407
H 7.63110 -14.03222 -17.17803
C 8.19805 -11.01924 -14.15542
H 9.21757 -14.33856 -16.48497
H 9.95913 -9.73754 -13.53256
C 8.91079 -11.66775 -15.33554
H 8.88628 -11.01106 -16.21977
H 7.97034 -11.29752 -12.11417
O 8.20639 -12.83174 -15.59281
In 6.24958 -14.11249 -12.83510
C 8.51996 -13.51501 -16.79937

Löwdin atomic charge list, values in e, 4 entries:
1 H 0.189
2 N 0.234
3 H 0.182
4 C 0.132


Which of them is least stable? Easy: *a*.


*a*
Here is 2 unconnected molecules or ions with the total composition C2H4BrN2 from the OMol25 dataset. Energies are from the ωB97M-V functional and the def2-TZVPD basis.

Calculated values
HOMO-LUMO gap ... 11.11 eV
Total charge ... +1
LUMO ... -5.185 eV
Molar mass ... 135.97 g mol⁻¹
Spin multiplicity ... 1

CARTESIAN COORDINATES (ANGSTROEM)
Br -0.42294 -2.29076 -1.23562
H -2.28967 -1.06410 1.65002
C -0.09642 -0.82280 -0.32314
C 1.49257 1.24097 -0.54209
N 0.62304 0.36689 -0.27739
N -0.41908 -0.03163 0.58162
H -2.67090 -0.49696 1.30812
H 2.21274 1.12853 -1.31308
H 1.57065 1.96985 0.15157

Löwdin atomic charge list, values in e, 4 entries:
1 Br 1.052
2 H 0.037
3 C -0.772
4 C 0.213


*b*
Here is a gas-phase ion, C2H4BrN2 (charge +1) from the OMol25 dataset. Energies are from the ωB97M-V functional and the def2-TZVPD basis.

Calculated values
HOMO-LUMO gap ... 9.93 eV
Total charge ... +1
SMILES string ... CN1[NH+]=C1Br
LUMO ... -5.435 eV
Molar mass ... 135.97 g mol⁻¹
Spin multiplicity ... 1

CARTESIAN COORDINATES (ANGSTROEM)
N -0.57873 1.51148 0.52773
H -0.57573 1.88481 1.43162
N 0.04237 0.15336 0.12877
C 1.12102 -0.69451 -0.57365
Br -2.86444 -0.45723 0.19971
H 2.01273 -0.34272 -0.05742
H 1.20396 -0.66568 -1.66614
H 0.86900 -1.71819 -0.24337
C -1.23018 0.32868 0.25275

Löwdin atomic charge list, values in e, 4 entries:
1 N 0.195
2 H 0.107
3 N 0.028
4 C 0.074


Which of them is least stable? Easy: *a*.


*a*
Here is 6 unconnected molecules or ions with the total composition H12O6 from the OMol25 dataset. Energies are from the ωB97M-V functional and the def2-TZVPD basis.

Calculated values
HOMO-LUMO gap ... 10.64 eV
SMILES string ... O.O.O.O.O.O
LUMO ... -0.243 eV
Molar mass ... 108.09 g mol⁻¹
Spin multiplicity ... 1

CARTESIAN COORDINATES (ANGSTROEM)
H -0.72934 3.12908 -2.87251
O -0.57627 3.72177 -2.12801
H 2.08684 -0.15381 1.48114
O 1.47776 -0.66161 2.02900
H 1.36388 -5.15804 0.00534
O -0.61440 -1.32574 1.00277
H 2.96443 2.38972 -2.71885
H -3.95418 1.35145 1.58804
H 1.97608 1.32747 -2.26627
H 0.06449 -5.01233 0.78019
O -3.04284 1.65491 1.50841
H -0.11770 3.17300 -1.48182
H -2.51685 0.86891 1.69422
O 2.02982 2.25403 -2.52625
H 1.00992 0.00733 2.54148
H 0.10934 -1.96209 0.98709
O 0.49060 -5.55334 0.10585
H -0.37434 -0.68087 0.32786

Löwdin atomic charge list, values in e, 4 entries:
1 H 0.029
2 O -0.067
3 H 0.046
4 O -0.065


*b*
Here is 6 unconnected molecules or ions with the total composition H12O6 from the OMol25 dataset. Energies are from the ωB97M-V functional and the def2-TZVPD basis.

Calculated values
HOMO-LUMO gap ... 11.45 eV
SMILES string ... O.O.O.O.O.O
LUMO ... 0.390 eV
Molar mass ... 108.09 g mol⁻¹
Spin multiplicity ... 1

CARTESIAN COORDINATES (ANGSTROEM)
O -1.17659 2.65030 -0.69117
H 0.15476 1.73216 -0.16818
H 2.14728 -2.84155 0.20758
O -1.60948 0.03224 0.09179
O 0.94379 1.19273 0.02763
O 0.34498 -0.84028 1.77231
H 0.66350 0.00654 -1.32487
O 0.23359 -0.84359 -1.61124
H 0.65992 -1.56460 -1.09269
H -0.46320 -0.83076 1.30917
H -1.71722 1.89222 -0.48287
H -0.93737 -0.29559 -0.47752
H 0.93217 -2.05743 0.75967
H 1.62640 1.87080 -0.11756
H -1.42870 3.23757 0.01930
O 1.18673 -2.76294 0.11937
H -2.30824 -0.60328 0.06874
H 0.74768 0.02543 1.59054

Löwdin atomic charge list, values in e, 4 entries:
1 O -0.026
2 H 0.001
3 H 0.060
4 O -0.035


*c*
Here is 6 unconnected molecules or ions with the total composition H12O6 from the OMol25 dataset. Energies are from the ωB97M-V functional and the def2-TZVPD basis.

Calculated values
HOMO-LUMO gap ... 10.71 eV
SMILES string ... O.O.O.O.O.O
LUMO ... 0.050 eV
Molar mass ... 108.09 g mol⁻¹
Spin multiplicity ... 1

CARTESIAN COORDINATES (ANGSTROEM)
H -1.90351 1.41633 1.27690
O 0.38150 -0.61859 -0.13399
H 0.86732 -0.91847 0.63432
O 2.60978 -2.60033 1.17538
O -1.87390 2.37002 1.35333
H -0.53282 -0.60850 0.14911
O 1.94946 1.61778 -0.59717
H 2.88008 -2.88902 0.30370
O -2.06653 -0.40306 1.40012
H -0.09487 0.35139 -3.31878
O -1.00147 0.62283 -3.17512
H -2.19840 2.68847 0.51100
H -1.28755 0.11262 -2.41744
H -2.92515 -0.57842 1.01509
H 2.51340 1.53202 -1.36583
H 3.36019 -2.10838 1.50868
H -2.10795 -0.80027 2.27003
H 1.43039 0.81358 -0.58942

Löwdin atomic charge list, values in e, 4 entries:
1 H -0.038
2 O -0.049
3 H 0.033
4 O -0.043


Which of them is least stable? Easy: *a*.


*a*
Here is 6 unconnected molecules or ions with the total composition H12O6 from the OMol25 dataset. Energies are from the ωB97M-V functional and the def2-TZVPD basis.

Calculated values
HOMO-LUMO gap ... 11.35 eV
SMILES string ... O.O.O.O.O.O
LUMO ... 0.243 eV
Molar mass ... 108.09 g mol⁻¹
Spin multiplicity ... 1

CARTESIAN COORDINATES (ANGSTROEM)
O -0.82640 3.56394 -2.72926
H 0.09974 0.51284 -0.04215
O -2.08802 -3.40049 3.65257
H -0.98911 4.33395 -3.27408
H -2.88630 -1.68374 -0.07056
H 0.78602 -0.81396 0.20389
H -0.54433 2.88866 -3.34624
H 3.89083 -3.63854 1.18108
H 4.34102 -2.51393 0.27308
O -0.07417 -0.39410 0.20974
H -1.33830 -3.44750 3.05932
O 2.37040 4.91993 -0.68115
H -4.35837 -1.40216 -0.28415
H 1.52220 4.58195 -0.96846
O 3.73463 -2.71454 0.98601
H 2.97090 4.69736 -1.39256
H -2.85180 -3.47508 3.08046
O -3.75892 -2.01450 0.14238

Löwdin atomic charge list, values in e, 4 entries:
1 O -0.051
2 H 0.028
3 O -0.054
4 H 0.032


*b*
Here is 6 unconnected molecules or ions with the total composition H12O6 from the OMol25 dataset. Energies are from the ωB97M-V functional and the def2-TZVPD basis.

Calculated values
HOMO-LUMO gap ... 11.40 eV
SMILES string ... O.O.O.O.O.O
LUMO ... -0.056 eV
Molar mass ... 108.09 g mol⁻¹
Spin multiplicity ... 1

CARTESIAN COORDINATES (ANGSTROEM)
H 1.59246 3.24792 0.48793
O -4.75736 -1.34952 0.57356
H -3.74536 -1.37156 0.47957
O 0.50829 -0.38309 -0.56042
H 1.16364 -0.92865 -0.19136
H 1.01735 0.35554 2.66280
H -2.21059 0.00936 -1.29446
H 2.52779 -0.09634 2.28136
O -2.99062 0.63110 -1.04376
O 1.64213 0.24129 1.96355
H 3.10679 -2.12257 -1.18074
H -5.09061 -0.51191 0.29304
O 3.84358 -2.52964 -0.69125
H 4.57589 -1.85853 -0.94822
H 0.99766 2.64951 -0.59364
H -3.14554 0.54688 -0.13490
H 0.72870 0.46961 -0.12290
O 1.56420 3.34120 -0.45898

Löwdin atomic charge list, values in e, 4 entries:
1 H 0.031
2 O -0.078
3 H 0.069
4 O -0.051


Which of them is least stable? Easy: *b*.